(1)
DFT (wB97M-V/def2-TZVPD) results for a 6-piece molecular cluster, C17H46O7 overall.

```
70
C17H46O7 | OMol25 | wB97M-V/def2-TZVPD
O -8.607 -2.261 -2.556
O 7.938 1.361 -3.067
O -0.679 0.506 -1.660
O -0.655 -2.077 -1.029
O 0.034 -0.040 -8.367
O -2.903 -2.724 7.126
O 3.927 7.280 6.903
C -0.518 0.172 -0.289
C -7.655 -2.123 -0.387
C -9.437 -0.413 -1.528
C -0.475 -2.615 7.355
C -8.230 -1.336 -1.606
C 0.136 -1.234 -0.220
C 3.226 5.448 5.419
C 7.252 -0.945 -2.838
C -0.638 -2.052 -9.021
C 6.919 0.532 -0.871
C 6.954 0.473 -2.445
C -0.780 -0.617 -9.280
C 3.959 5.932 6.668
C -1.722 -2.921 6.390
C -1.681 -4.313 5.775
C -2.222 -0.122 -8.977
C 5.398 5.402 6.764
H -0.695 -4.548 5.375
H 0.114 -1.619 0.800
H 5.898 5.601 5.816
H 4.397 7.757 6.215
H 0.100 -3.527 7.515
H 0.233 0.832 0.144
H -0.801 1.448 -1.800
H 6.544 1.550 -0.767
H 7.491 1.661 -3.862
H -2.898 -0.684 -9.622
H -1.001 -1.412 -1.629
H -7.499 -0.611 -1.967
H 0.429 -2.222 -8.879
H 5.330 4.319 6.864
H -2.362 0.959 -8.966
H 7.671 -0.968 -3.844
H -2.515 -0.391 -7.962
H 0.270 -1.862 7.095
H -9.436 0.245 -0.658
H 5.977 0.688 -2.879
H -9.501 0.223 -2.410
H -7.571 -1.604 0.568
H 7.947 -1.543 -2.249
H 6.180 -0.072 -0.344
H 3.291 4.365 5.314
H 3.530 5.571 7.603
H -1.493 0.346 0.166
H -0.482 -0.355 -10.295
H -1.089 -2.602 -9.848
H -0.255 -0.349 -7.505
H -8.281 -3.073 -2.161
H 6.005 5.820 7.567
H -3.094 -1.786 7.204
H -1.652 -2.213 5.565
H -0.910 -2.383 8.327
H 2.169 5.712 5.452
H 1.147 -1.233 -0.628
H 3.716 6.016 4.629
H 7.953 0.459 -0.534
H -2.407 -4.264 4.964
H -10.400 -0.918 -1.449
H -8.262 -3.022 -0.276
H -6.681 -2.581 -0.555
H -1.031 -2.396 -8.064
H 6.368 -1.581 -2.789
H -1.985 -5.067 6.500
```

## Properties
SMILES: CC(C)O.CC(C)O.CC(C)O.CC(C)O.CC(C)O.OCCO

---

(2)
DFT (wB97M-V/def2-TZVPD) results for a 6-piece molecular cluster, C17H47NO11 overall.

```
76
C17H47NO11 | OMol25 | wB97M-V/def2-TZVPD
O 6.072 -17.412 -15.192
O 13.890 -12.522 -21.411
O 4.042 -13.399 -20.653
O 8.464 -15.702 -17.103
O 11.524 -13.218 -22.816
O 5.645 -11.179 -20.278
O 7.330 -15.065 -19.485
O 4.773 -13.147 -13.851
O 6.035 -14.364 -26.820
O 8.918 -17.590 -15.068
O 5.017 -12.671 -24.320
N 4.750 -15.193 -16.265
C 8.341 -13.701 -21.015
C 7.906 -15.173 -20.726
C 13.170 -13.739 -21.112
C 4.206 -11.152 -19.903
C 4.668 -13.928 -26.353
C 5.220 -13.016 -15.159
C 3.354 -12.171 -20.768
C 9.127 -16.932 -17.372
C 9.851 -17.379 -16.077
C 5.704 -18.690 -15.762
C 6.848 -15.631 -21.749
C 5.087 -16.740 -14.386
C 4.620 -13.953 -24.827
C 4.138 -15.854 -15.220
C 11.682 -13.428 -21.441
C 5.767 -13.162 -12.890
C 5.806 -14.309 -15.863
H 3.524 -15.256 -14.547
H 4.715 -19.057 -15.486
H 3.439 -11.797 -21.788
H 8.720 -13.484 -22.013
H 3.574 -14.104 -24.560
H 11.428 -12.485 -20.957
H 6.441 -19.450 -15.503
H 3.948 -14.670 -26.700
H 6.695 -14.353 -19.593
H 6.692 -16.639 -21.367
H 4.490 -12.988 -26.875
H 10.878 -13.837 -23.165
H 6.248 -12.191 -12.771
H 4.224 -12.737 -15.505
H 7.544 -12.964 -20.920
H 8.184 -17.074 -15.410
H 5.705 -18.524 -16.840
H 6.535 -14.803 -15.221
H 7.238 -15.814 -22.750
H 13.568 -14.574 -21.688
H 6.328 -13.914 -16.735
H 6.553 -13.895 -13.072
H 5.811 -14.978 -27.523
H 5.284 -14.700 -24.390
H 4.593 -17.480 -13.755
H 5.872 -12.144 -15.207
H 14.056 -12.574 -22.355
H 5.942 -15.026 -21.707
H 3.972 -11.455 -18.882
H 9.938 -16.732 -18.073
H 8.839 -15.732 -20.784
H 10.649 -16.707 -15.760
H 8.436 -17.694 -17.731
H 5.941 -12.557 -24.555
H 3.491 -16.575 -15.721
H 5.120 -15.814 -16.971
H 4.676 -13.135 -19.982
H 9.197 -13.404 -20.408
H 10.385 -18.324 -16.167
H 5.606 -16.155 -13.627
H 2.285 -12.115 -20.563
H 5.752 -10.773 -21.141
H 3.787 -10.167 -20.110
H 13.331 -14.100 -20.096
H 5.354 -13.313 -11.892
H 7.966 -15.405 -17.867
H 11.103 -14.270 -21.061
```

## Properties
SMILES: COCCNCCOC.CC(C)O.OCCO.OCCO.OCCO.OCCO

---

(3)
DFT (wB97M-V/def2-TZVPD) results for a 5-piece molecular cluster, C17H48F3N4O7S overall.

```
80
C17H48F3N4O7S | OMol25 | wB97M-V/def2-TZVPD
S -0.898 -1.525 0.261
F 0.174 0.358 1.780
F 1.611 -0.813 0.591
F 0.420 0.732 -0.337
O -0.924 -1.623 -1.200
O -2.150 -1.015 0.817
O 4.578 -3.554 2.938
O -0.394 -2.690 0.930
O -2.715 -2.010 -6.268
O -4.412 2.686 -0.206
O 2.744 4.682 1.455
N -2.447 -1.978 -3.472
N 1.310 5.993 -0.444
N -4.653 0.431 1.297
N 5.398 -5.882 2.027
C 4.819 -4.524 3.962
C -2.483 -0.719 -4.335
C 0.412 -0.246 0.622
C 1.643 3.630 -1.127
C -1.850 -1.071 -5.646
C -2.779 1.833 2.060
C -4.708 3.771 -1.063
C 0.997 4.578 -0.122
C -4.966 2.823 1.088
C 4.722 -5.923 3.405
C 5.436 -6.980 4.227
C 1.396 4.311 1.325
C -1.735 0.377 -3.595
C -4.289 1.754 1.922
C 3.117 5.051 2.785
C -2.124 -2.842 -7.230
C 3.211 -3.171 2.781
H -4.703 3.795 1.511
H -0.077 4.375 -0.116
H -4.369 0.439 0.312
H 2.642 4.002 -1.380
H 1.094 3.732 -2.067
H 3.718 -6.252 3.139
H -1.715 -2.001 -2.734
H -1.708 1.328 -4.116
H 4.829 -7.213 5.104
H -6.047 2.667 1.046
H 5.137 -6.721 1.510
H 1.321 3.223 1.463
H 5.593 -7.896 3.660
H -0.755 0.050 -3.242
H 2.469 5.828 3.200
H 3.210 -2.271 2.172
H -4.155 3.682 -1.995
H 2.224 6.263 -0.048
H -1.439 -3.605 -6.834
H -1.486 -2.313 -7.953
H 1.253 6.287 -1.422
H 0.652 6.615 0.044
H -5.780 3.826 -1.261
H 6.410 -5.752 2.094
H -2.410 2.712 2.577
H 2.765 -2.912 3.746
H 5.825 -4.285 4.316
H 3.071 4.153 3.408
H -2.323 1.697 1.081
H 0.708 4.736 2.065
H -3.547 -0.503 -4.386
H -4.258 -0.435 1.690
H -2.228 0.555 -2.630
H 5.046 -5.068 1.508
H 2.605 -3.956 2.318
H -4.746 1.704 2.912
H -3.314 -2.202 -2.985
H -2.485 0.957 2.643
H -5.663 0.267 1.356
H -1.773 -0.178 -6.278
H 6.372 -6.630 4.665
H 4.146 -4.308 4.794
H 1.728 2.606 -0.795
H -2.294 -2.764 -4.116
H -2.913 -3.323 -7.799
H 4.134 5.432 2.814
H -4.380 4.722 -0.624
H -0.845 -1.510 -5.594
```

## Properties
Net charge: +3

---

Let's list energy relative to the best compared isomer or geometry (same formula, charge and spin) in order: 3.7; 0.0; 76.3 kJ/mol.
Let's list HOMO in order: -9.95; -8.39; -16.00 eV.